1.
The following is a quantum chemistry calculation of 7 unconnected molecules or ions with the total composition C39H39BN7O17PS in a non-equilibrium geometry, from the Open Molecules 2025 dataset.

CARTESIAN COORDINATES (ANGSTROEM)
1 C -0.0222 3.6687 5.1810
2 C -0.1237 3.5019 3.6458
3 B -0.9722 4.6142 2.8939
4 O -1.4897 4.3093 1.6771
5 O -1.2687 5.9193 3.3968
6 C -2.4977 6.0360 3.9306
7 O -3.2460 6.8992 3.6013
8 N -2.8143 5.0814 4.9860
9 P -4.1180 4.0568 4.7488
10 O -3.9455 3.2882 3.3694
11 O -5.4418 4.9620 4.7203
12 S -4.1544 2.7503 6.1817
13 H 0.7765 3.0812 5.6439
14 H 0.0393 4.7306 5.4447
15 H -0.9631 3.3031 5.6101
16 H -0.6836 2.5705 3.4564
17 H 0.8573 3.4201 3.1548
18 H -1.6279 3.3557 1.6569
19 H -2.8582 5.5340 5.8931
20 H -3.7968 2.3445 3.5462
21 H -6.1651 4.3103 4.7282
22 O -0.5558 5.5131 -0.7015
23 N 0.2469 4.6193 -0.5357
24 O 0.2430 3.8395 0.4014
25 C 1.3094 4.4662 -1.5440
26 C 1.3711 5.3504 -2.6051
27 C 2.3851 5.2150 -3.5397
28 C 3.3218 4.2004 -3.4068
29 C 3.2423 3.3140 -2.3422
30 C 2.2312 3.4449 -1.4033
31 H 0.6463 6.1443 -2.7163
32 H 2.4470 5.9039 -4.3714
33 H 4.1161 4.0999 -4.1353
34 H 3.9710 2.5207 -2.2420
35 H 2.1726 2.7550 -0.5741
36 O 0.6369 2.8590 -4.1016
37 N 0.0173 3.0555 -5.1268
38 O 0.5123 3.4668 -6.1616
39 C -1.4238 2.7833 -5.1177
40 C -2.0268 2.3518 -3.9488
41 C -3.3909 2.1164 -3.9388
42 C -4.1373 2.3080 -5.0926
43 C -3.5190 2.7323 -6.2612
44 C -2.1553 2.9732 -6.2763
45 H -1.4511 2.2000 -3.0470
46 H -3.8735 1.7855 -3.0293
47 H -5.2047 2.1279 -5.0813
48 H -4.1020 2.8792 -7.1606
49 H -1.6773 3.3069 -7.1862
50 O -1.5462 -0.0821 -5.6217
51 N -0.7356 -0.9745 -5.4574
52 O -0.7377 -1.7422 -4.5160
53 C 0.3226 -1.1274 -6.4652
54 C 0.3745 -0.2437 -7.5290
55 C 1.3879 -0.3768 -8.4644
56 C 2.3306 -1.3884 -8.3293
57 C 2.2589 -2.2727 -7.2610
58 C 1.2492 -2.1431 -6.3207
59 H -0.3580 0.5440 -7.6348
60 H 1.4452 0.3105 -9.2976
61 H 3.1248 -1.4864 -9.0585
62 H 2.9932 -3.0605 -7.1586
63 H 1.1983 -2.8294 -5.4893
64 O -1.6552 0.8573 3.9263
65 N -1.7238 -0.3602 3.9765
66 O -2.6730 -0.9762 4.4128
67 C -0.5736 -1.1259 3.4794
68 C 0.5396 -0.4461 3.0124
69 C 1.6300 -1.1733 2.5670
70 C 1.5952 -2.5631 2.5897
71 C 0.4680 -3.2293 3.0529
72 C -0.6277 -2.5076 3.5024
73 H 0.5678 0.6347 2.9952
74 H 2.5094 -0.6579 2.2048
75 H 2.4520 -3.1289 2.2460
76 H 0.4424 -4.3093 3.0680
77 H -1.5007 -3.0217 3.8622
78 O 0.1498 -6.3109 5.8739
79 N -0.5968 -5.3567 5.9518
80 O -1.0788 -4.7781 4.9953
81 C -0.9404 -4.8548 7.2885
82 C -0.3848 -5.4606 8.4015
83 C -0.6943 -4.9682 9.6590
84 C -1.5537 -3.8846 9.7899
85 C -2.1108 -3.2933 8.6635
86 C -1.8040 -3.7785 7.4025
87 H 0.2838 -6.3032 8.3009
88 H -0.2629 -5.4275 10.5381
89 H -1.7892 -3.4988 10.7735
90 H -2.7816 -2.4514 8.7676
91 H -2.2365 -3.3143 6.5271
92 O 2.6984 -3.0308 -3.5828
93 N 3.6364 -3.7335 -3.9052
94 O 4.5903 -3.3560 -4.5577
95 C 3.6104 -5.1408 -3.4800
96 C 2.5202 -5.6094 -2.7682
97 C 2.4874 -6.9417 -2.3881
98 C 3.5403 -7.7851 -2.7180
99 C 4.6320 -7.2970 -3.4245
100 C 4.6702 -5.9666 -3.8102
101 H 1.7004 -4.9539 -2.5110
102 H 1.6389 -7.3234 -1.8366
103 H 3.5096 -8.8266 -2.4243
104 H 5.4521 -7.9551 -3.6779
105 H 5.5185 -5.5886 -4.3623

Cartesian forces (eV/Å) of the 2 atoms listed first:
-0.5 -0.1 -0.3
-0.4 0.4 0.5

## Properties
SMILES = CCB(O)OC(=O)NP(O)(O)=S.O=[N+]([O-])c1ccccc1.O=[N+]([O-])c1ccccc1.O=[N+]([O-])c1ccccc1.O=[N+]([O-])c1ccccc1.O=[N+]([O-])c1ccccc1.O=[N+]([O-])c1ccccc1
Lowest unoccupied orbital energy = -0.762 eV
HOMO = -8.6 eV

=====

2.
The following is a quantum chemistry calculation of a molecular structure, C39H39BaN5O2Te, from the Open Molecules 2025 dataset.

CARTESIAN COORDINATES (ANGSTROEM)
1 Ba -0.3000 -0.0265 0.0449
2 C 1.1126 -2.3171 2.5111
3 N 1.4722 -1.9716 1.1396
4 C 1.6983 -3.2003 0.3680
5 C 2.5592 -1.0298 1.0116
6 C 3.3712 -0.6971 2.0901
7 C 4.3902 0.2359 1.9702
8 C 4.5943 0.8522 0.7460
9 C 3.7972 0.5395 -0.3397
10 C 2.7602 -0.4107 -0.2588
11 N 1.8448 -0.6752 -1.2523
12 C 2.1022 -0.4580 -2.5836
13 C 3.3673 -0.5489 -3.1912
14 C 3.5391 -0.3489 -4.5501
15 C 2.4564 -0.0636 -5.3664
16 C 1.1885 -0.0155 -4.8014
17 C 1.0020 -0.2105 -3.4424
18 N -0.3196 -0.2196 -2.8487
19 C -0.7788 -1.6012 -2.6591
20 C -1.3267 0.5474 -3.5729
21 H 1.8994 -2.8912 3.0183
22 H 0.2096 -2.9267 2.4926
23 H 0.9133 -1.4154 3.0919
24 H 2.4956 -3.8030 0.8209
25 H 1.9734 -2.9450 -0.6519
26 H 0.7809 -3.7920 0.3586
27 H 3.2123 -1.1740 3.0470
28 H 5.0066 0.4783 2.8252
29 H 5.3728 1.5968 0.6335
30 H 3.9521 1.0563 -1.2770
31 H 4.2227 -0.7882 -2.5738
32 H 4.5331 -0.4194 -4.9750
33 H 2.5873 0.1045 -6.4267
34 H 0.3369 0.1812 -5.4399
35 H -0.9256 -2.1185 -3.6144
36 H -1.7383 -1.6106 -2.1268
37 H -0.0326 -2.1520 -2.0824
38 H -1.6110 0.0901 -4.5291
39 H -0.9557 1.5530 -3.7666
40 H -2.2291 0.6161 -2.9603
41 O -0.8557 0.8797 2.5401
42 C -1.5102 -0.1264 2.8739
43 N -1.8899 -0.4030 4.1534
44 C -2.7504 -1.5773 4.1833
45 C -2.6051 -2.0347 2.6982
46 O -3.0691 -3.0702 2.2735
47 N -1.9033 -1.0983 2.0002
48 C -2.2371 -2.6689 5.1064
49 C -3.0310 -3.7902 5.3335
50 C -2.5698 -4.8238 6.1313
51 C -1.3118 -4.7492 6.7160
52 C -0.5184 -3.6357 6.4929
53 C -0.9777 -2.6003 5.6879
54 C -4.1835 -1.1706 4.5124
55 C -5.2228 -1.2663 3.5951
56 C -6.4875 -0.7861 3.9173
57 C -6.7273 -0.2187 5.1582
58 C -5.6975 -0.1418 6.0880
59 C -4.4375 -0.6188 5.7665
60 H -1.9191 0.3236 4.8489
61 H -4.0085 -3.8547 4.8734
62 H -3.1952 -5.6917 6.2964
63 H -0.9532 -5.5557 7.3426
64 H 0.4628 -3.5686 6.9454
65 H -0.3530 -1.7348 5.5094
66 H -5.0562 -1.7154 2.6246
67 H -7.2835 -0.8547 3.1868
68 H -7.7121 0.1564 5.4052
69 H -5.8780 0.2853 7.0663
70 H -3.6418 -0.5733 6.5031
71 C -5.2606 1.8608 -0.7374
72 Te -4.0089 0.3222 0.0840
73 C -4.0688 1.5471 1.8371
74 C -5.3435 2.3371 1.7142
75 C -5.9486 2.9016 2.8324
76 C -7.1217 3.6279 2.7036
77 C -7.6992 3.7943 1.4522
78 C -7.1034 3.2296 0.3353
79 C -5.9272 2.4970 0.4573
80 H -5.9863 1.4155 -1.4151
81 H -4.6607 2.5798 -1.2948
82 H -3.1840 2.1803 1.8861
83 H -4.0836 0.9044 2.7144
84 H -5.5039 2.7538 3.8097
85 H -7.5913 4.0553 3.5802
86 H -8.6195 4.3542 1.3481
87 H -7.5598 3.3484 -0.6404

Cartesian forces (eV/Å) of the 2 atoms listed first:
0.0 0.1 0.0
0.0 0.0 0.0

## Properties
Energy relative to the best compared isomer or geometry (same formula, charge and spin) = 0.0 kcal per mole
Lowest unoccupied orbital energy = -0.011 eV
HOMO = -6.5 eV

=====

3.
The following is a quantum chemistry calculation of a molecular structure, C39H39CrF3GeO3 in a non-equilibrium geometry, from the Open Molecules 2025 dataset.

CARTESIAN COORDINATES (ANGSTROEM)
1 Cr -0.9783 -0.3494 0.1286
2 F -6.4622 -7.2059 -3.8349
3 C -5.1865 -7.5221 -3.4774
4 F -5.3324 -8.5739 -2.6240
5 F -4.6026 -8.0240 -4.5886
6 C -4.4418 -6.3868 -2.8909
7 C -3.2611 -5.9030 -3.4602
8 C -2.5910 -4.8356 -2.8951
9 C -3.0713 -4.1840 -1.7277
10 C -4.2740 -4.7005 -1.1684
11 C -4.9361 -5.7648 -1.7351
12 C -2.4180 -3.0677 -1.1729
13 C -1.8749 -2.0630 -0.6944
14 H -2.8712 -6.3686 -4.3573
15 H -1.6779 -4.4656 -3.3449
16 H -4.6620 -4.2239 -0.2769
17 H -5.8558 -6.1284 -1.2873
18 O 1.0160 -1.2531 0.1358
19 C 1.2680 -0.7445 -0.9835
20 O 0.4781 0.0536 -1.5616
21 C 2.6109 -1.0039 -1.6428
22 C 3.7365 -0.2603 -0.8945
23 Ge 3.3020 1.5732 -0.4598
24 C 2.2001 1.6387 1.1195
25 C 0.8685 2.0390 1.0887
26 C 0.1121 2.0608 2.2575
27 C 0.6805 1.6749 3.4594
28 C 1.9991 1.2386 3.5000
29 C 2.7513 1.2170 2.3347
30 C 2.5455 2.6204 -1.9091
31 C 2.5685 2.1976 -3.2310
32 C 2.1005 3.0205 -4.2534
33 C 1.6106 4.2819 -3.9568
34 C 1.5951 4.7248 -2.6452
35 C 2.0693 3.8976 -1.6285
36 C 5.0036 2.4935 -0.0256
37 C 5.1168 3.3646 1.0530
38 C 6.2819 4.1088 1.2602
39 C 7.3414 4.0008 0.3782
40 C 7.2431 3.1507 -0.7115
41 C 6.0780 2.4096 -0.9075
42 H 2.5340 -0.6426 -2.6664
43 H 2.8011 -2.0787 -1.6576
44 H 4.6787 -0.3080 -1.4459
45 H 3.8946 -0.7256 0.0825
46 H 0.3943 2.3082 0.1522
47 H -0.9334 2.3326 2.2045
48 H 0.0816 1.6729 4.3619
49 H 2.4311 0.8912 4.4314
50 H 3.7788 0.8643 2.3735
51 H 2.9295 1.2077 -3.4758
52 H 2.1072 2.6660 -5.2767
53 H 1.2337 4.9182 -4.7491
54 H 1.2109 5.7094 -2.4068
55 H 2.0567 4.2557 -0.6040
56 H 4.2912 3.4609 1.7496
57 H 6.3530 4.7719 2.1144
58 H 8.2431 4.5816 0.5355
59 H 8.0667 3.0636 -1.4098
60 H 6.0142 1.7508 -1.7689
61 C -3.0886 -2.6662 4.5913
62 C -2.3460 -1.3211 4.5803
63 C -1.1131 -1.4205 5.4929
64 C -3.2803 -0.2280 5.1185
65 C -1.9237 -0.9939 3.2070
66 C -1.5701 -0.7531 2.0579
67 H -3.3700 -2.9522 5.6135
68 H -2.4552 -3.4458 4.1661
69 H -3.9915 -2.6021 3.9818
70 H -1.4104 -1.6136 6.5322
71 H -0.5392 -0.4909 5.4535
72 H -0.4606 -2.2280 5.1554
73 H -3.5633 -0.4320 6.1603
74 H -4.1853 -0.1743 4.5106
75 H -2.7865 0.7453 5.0712
76 C -1.9817 1.9093 -2.3792
77 C -2.6145 2.0874 -0.9965
78 C -4.1229 1.8492 -1.0717
79 O -2.0466 1.2630 -0.0586
80 H -2.4185 2.5940 -3.1202
81 H -2.1297 0.8765 -2.7108
82 H -0.9042 2.0831 -2.3247
83 H -2.4681 3.1509 -0.7077
84 H -4.3027 0.8268 -1.4191
85 H -4.6236 2.5568 -1.7469
86 H -4.5512 1.9414 -0.0707

Cartesian forces (eV/Å) of the 2 atoms listed first:
0.3 0.2 0.0
0.0 0.0 0.0

## Properties
Energy relative to the best compared isomer or geometry (same formula, charge and spin) = 13.3 kcal per mole
Lowest unoccupied orbital energy (alpha / beta) = 4.019 / 4.019 eV
HOMO (alpha / beta) = 0.4 / -2.3 eV
Charge = -2
Expectation value of S² = 6.020
Multiplicity = 5

=====

4.
The following is a quantum chemistry calculation of 2 unconnected molecules or ions with the total composition C39H39N2O3 in a non-equilibrium geometry, from the Open Molecules 2025 dataset.

CARTESIAN COORDINATES (ANGSTROEM)
1 C -6.0539 4.5257 4.7425
2 O -4.6481 4.7756 4.6453
3 C -3.9284 4.0198 3.7783
4 C -2.5341 4.0882 3.9409
5 C -1.7468 3.1829 3.2765
6 C -2.3170 2.1592 2.4917
7 C -1.4286 1.1764 1.8386
8 C -0.2633 1.7033 1.3511
9 C 1.0540 1.0421 1.1884
10 C 2.1937 1.5548 2.0899
11 C 3.3559 0.7797 2.2233
12 C 4.4481 1.2757 2.9492
13 C 4.4002 2.5638 3.5031
14 C 3.2708 3.3635 3.3030
15 C 2.1970 2.8790 2.5467
16 C -1.7646 -0.2575 1.8188
17 C -2.5004 -0.8109 2.8889
18 C -2.6946 -2.1686 2.9907
19 C -2.2878 -3.0081 1.9272
20 O -2.6329 -4.3101 2.0921
21 C -2.4080 -5.2345 1.0106
22 C -1.6219 -2.4789 0.7861
23 C -1.3117 -1.1244 0.8001
24 C -3.6932 2.1927 2.2275
25 C -4.5021 3.1350 2.8362
26 H -6.4022 5.2710 5.4539
27 H -6.5235 4.6613 3.7636
28 H -6.2350 3.5105 5.1122
29 H -2.1567 4.8098 4.6563
30 H -0.6705 3.2419 3.4107
31 H -0.2914 2.7600 1.0499
32 H 0.9889 -0.0665 1.1757
33 H 3.3722 -0.2047 1.7351
34 H 5.3631 0.6823 2.9804
35 H 5.2726 2.9609 4.0160
36 H 3.2709 4.3995 3.6303
37 H 1.3697 3.5357 2.2738
38 H -2.8086 -0.1630 3.7068
39 H -3.1615 -2.6245 3.8626
40 H -2.9778 -6.1108 1.3260
41 H -2.7812 -4.8483 0.0455
42 H -1.3373 -5.4858 0.9396
43 H -1.3424 -3.1243 -0.0625
44 H -0.6959 -0.7231 -0.0044
45 H -4.1189 1.4895 1.5132
46 H -5.5715 3.1537 2.6400
47 C 2.3706 1.5964 -2.9887
48 N 2.7466 0.2654 -2.5570
49 C 1.8814 -0.7462 -2.2981
50 H 1.3351 1.4749 0.2561
51 C 0.5198 -0.8931 -2.7818
52 C -0.5645 -0.0188 -2.5036
53 C -1.7978 -0.2215 -3.1068
54 C -1.9378 -1.2351 -4.0920
55 O -3.1356 -1.4379 -4.7273
56 C -3.0219 -2.4399 -5.8007
57 C -0.8203 -2.0418 -4.4165
58 C 0.3489 -1.9606 -3.6928
59 N 2.6046 -1.6856 -1.6386
60 C 2.0337 -2.7327 -0.8366
61 C 3.9580 -1.5135 -1.9361
62 C 4.0545 -0.2551 -2.5657
63 C 4.9744 -0.0054 -3.5743
64 C 5.7748 -1.0939 -3.9504
65 C 5.6948 -2.3372 -3.3107
66 C 4.8036 -2.5635 -2.2534
67 H 3.2868 2.1382 -3.2619
68 H 1.7078 1.5407 -3.8665
69 H 1.8565 2.1268 -2.1594
70 H -0.4110 0.8016 -1.7963
71 H -2.6569 0.4031 -2.8612
72 H -4.0210 -2.6790 -6.1686
73 H -2.3837 -2.0363 -6.6113
74 H -2.5654 -3.3796 -5.4315
75 H -0.8571 -2.7792 -5.2186
76 H 1.1555 -2.6786 -3.8936
77 H 2.7935 -3.4900 -0.6542
78 H 1.6804 -2.3104 0.1156
79 H 1.1958 -3.1660 -1.3789
80 H 4.9751 0.9428 -4.1247
81 H 6.3744 -1.0002 -4.8520
82 H 6.2411 -3.1878 -3.7210
83 H 4.6599 -3.5505 -1.8118

Cartesian forces (eV/Å) of the 2 atoms listed first:
0.5 0.2 -0.2
-0.1 0.0 -0.3

## Properties
Energy relative to the best compared isomer or geometry (same formula, charge and spin) = 0.0 kcal per mole
Lowest unoccupied orbital energy = -2.997 eV
HOMO = -9.4 eV
Charge = +1